1.
Below is the molecule C17H27NO2, with properties calculated with ωB97M-V with the def2-TZVPD basis set.

HOMO level: -8.360 eV
gap between HOMO and LUMO: 9.19 eV
SMILES string: Cc1cccc(OCCCCCN2CCOCC2)c1C
energy: -869.190350 Ha

XYZ file:
```
47
Properties=species:S:1:pos:R:3:forces:R:3
O 1.988 -1.526 -0.026 0.1 0.2 0.2
O -4.201 2.229 -0.973 0.0 0.1 -0.2
N -3.173 0.047 0.495 -0.1 0.1 0.0
C 2.980 -0.146 -1.762 -0.1 -0.3 -0.1
C 0.509 -3.381 -0.286 0.2 0.4 0.2
C -4.914 1.019 -0.867 -0.1 -0.4 -0.1
C 1.429 -2.386 -0.994 -0.2 -0.4 -0.3
C -0.494 -2.708 0.654 0.0 0.0 -0.3
C 2.920 0.555 0.552 -0.1 -0.2 0.0
C 2.624 -0.390 -0.441 0.1 0.3 0.0
C -3.968 -0.171 -0.698 -0.2 0.3 0.0
C -2.409 1.272 0.356 -0.3 0.2 0.0
C 3.909 1.971 -1.126 0.0 0.0 -0.1
C -1.347 -1.641 -0.024 -0.1 0.0 0.4
C 3.564 1.739 0.201 0.0 -0.1 -0.1
C 3.881 2.762 1.249 0.0 -0.1 0.0
C -3.392 2.429 0.163 0.4 0.0 0.2
C 2.536 0.289 1.977 0.0 -0.1 -0.1
C -2.413 -1.102 0.942 0.1 -0.1 -0.2
C 3.620 1.034 -2.097 0.0 0.0 0.0
H 1.119 -4.074 0.296 0.0 -0.1 -0.1
H 3.414 0.319 2.622 0.0 0.0 0.1
H 3.894 1.216 -3.126 0.0 0.0 -0.1
H -3.344 -0.256 -1.605 -0.1 -0.1 0.0
H -1.725 1.246 -0.510 0.0 0.0 0.1
H -5.594 1.062 -0.003 0.0 0.0 -0.1
H -2.861 3.368 0.000 0.0 0.0 0.1
H 0.858 -1.806 -1.730 0.1 0.0 0.1
H 0.054 -2.250 1.479 0.0 0.0 0.1
H -0.019 -3.952 -1.053 0.0 -0.1 0.0
H -5.497 0.927 -1.786 0.0 0.0 0.1
H 4.369 3.626 0.805 0.0 0.1 0.0
H 2.221 -2.933 -1.526 -0.1 0.1 0.0
H 4.541 2.343 2.007 0.0 0.0 0.1
H -1.830 -2.061 -0.909 0.0 0.0 -0.1
H -4.547 -1.088 -0.578 0.0 0.0 0.0
H -3.133 -1.896 1.167 0.1 0.0 0.1
H 2.073 -0.688 2.064 0.0 0.0 0.1
H 1.836 1.045 2.332 0.0 0.0 0.1
H 4.407 2.891 -1.395 0.0 0.1 0.0
H -0.709 -0.814 -0.337 0.0 0.0 -0.1
H -1.824 1.433 1.263 0.0 0.0 0.0
H 2.771 -0.870 -2.534 0.0 -0.1 0.0
H 2.973 3.095 1.749 0.0 0.1 0.1
H -1.929 -0.815 1.880 0.0 -0.1 0.0
H -1.145 -3.479 1.073 0.0 0.0 0.1
H -4.025 2.514 1.060 0.1 0.0 0.0
```
Forces are in eV/Å.

Results of the Löwdin charge analysis, in e, for atoms 1 through 6: number 1, O, carries -0.06; number 2, O, carries -0.13; number 3, N, carries -0.18; number 4, C, carries -0.03; number 5, C, carries -0.16; number 6, C, carries -0.20

=====

2.
Below is an isolated ion of composition CH5NOP and charge -1, with properties calculated with ωB97M-V with the def2-TZVPD basis set.

HOMO level: -3.110 eV
gap between HOMO and LUMO: 7.71 eV
SMILES string: CN=[PH2][O-]
charge: -1
energy: -512.439128 Ha

XYZ file:
```
9
Properties=species:S:1:pos:R:3:forces:R:3
P 1.233 0.503 -0.055 -1.5 -1.2 2.7
O 2.321 0.223 -0.937 5.0 0.5 -2.6
N 0.071 -0.360 -0.648 -2.9 0.7 1.8
C -1.282 -0.521 -0.074 -0.3 -0.5 -2.2
H 1.067 1.821 0.348 -0.7 1.3 -0.6
H 1.741 0.290 1.349 -0.6 -0.6 -0.5
H -1.679 -0.124 0.864 0.7 0.5 0.4
H -2.088 -0.236 -0.836 0.8 -0.1 0.7
H -1.384 -1.597 -0.009 -0.5 -0.5 0.4
```
Forces are in eV/Å.

Results of the Löwdin charge analysis, in e, for atoms 1 through 6: number 1, P, carries 0.21; number 2, O, carries -0.51; number 3, N, carries -0.33; number 4, C, carries -0.33; number 5, H, carries -0.08; number 6, H, carries -0.06

=====

3.
Below is a 5-piece molecular cluster, C3H15BrN6O4 overall, with properties calculated with ωB97M-V with the def2-TZVPD basis set.

HOMO level: -9.160 eV
gap between HOMO and LUMO: 7.50 eV
energy: -3326.768168 Ha

XYZ file:
```
29
Properties=species:S:1:pos:R:3:forces:R:3
Br 0.779 -0.320 0.168 -0.1 -0.6 0.7
O -0.213 -2.905 1.647 -0.7 -2.2 0.3
O -4.140 2.039 -0.880 2.4 -0.3 1.4
O -0.147 -1.975 -4.110 1.5 0.0 0.2
O 1.477 1.269 5.352 1.6 0.8 4.5
N 0.900 1.713 3.315 -1.4 5.3 -4.2
N 1.413 -0.181 3.745 2.1 -11.4 -1.8
N 1.537 -0.995 -5.158 4.2 -0.2 -7.9
N -1.878 2.294 -0.743 2.9 4.0 -1.6
N 1.143 -0.446 -3.243 1.9 5.8 9.4
N -2.693 0.510 0.117 -0.6 -0.3 0.9
C 1.442 0.960 4.214 -2.8 4.9 1.4
C 0.874 -1.223 -4.125 -7.8 -6.2 -3.0
C -2.998 1.695 -0.470 -4.2 -2.1 -1.5
H -0.938 1.937 -0.648 -0.4 -0.3 0.2
H 0.548 -3.353 2.024 0.3 -0.6 0.6
H 1.657 -0.911 4.399 0.3 -0.1 -0.2
H -1.691 0.401 0.190 -0.4 -1.2 0.5
H 0.527 2.629 3.519 0.5 -0.2 0.0
H -1.935 3.097 -1.354 -0.1 -0.1 0.2
H -3.402 -0.180 0.317 0.4 0.2 -0.1
H 1.258 -1.467 -6.006 0.3 0.2 0.1
H 0.880 1.387 2.359 -0.3 0.5 0.0
H 2.223 -0.256 -5.203 -0.2 -0.4 -0.3
H -0.896 -2.675 2.281 -0.4 0.2 0.7
H 1.979 0.115 -3.316 -0.4 0.0 0.9
H 0.146 -2.116 1.233 0.9 3.3 -2.1
H 0.642 -0.633 -2.386 0.5 0.7 0.4
H 1.504 -0.409 2.765 0.0 0.3 0.1
```
Forces are in eV/Å.

Results of the Löwdin charge analysis, in e, for atoms 1 through 6: number 1, Br, carries 0.07; number 2, O, carries 0.28; number 3, O, carries -0.02; number 4, O, carries -0.03; number 5, O, carries 0.08; number 6, N, carries 0.16

=====

4.
Below is an isolated ion of composition C4H10N and charge +1, with properties calculated with ωB97M-V with the def2-TZVPD basis set.

HOMO level: -16.428 eV
gap between HOMO and LUMO: 12.98 eV
SMILES string: C1CC[NH2+]C1
charge: +1
energy: -212.894198 Ha

XYZ file:
```
15
Properties=species:S:1:pos:R:3:forces:R:3
N 1.116 -0.191 -0.440 -0.6 1.4 0.9
C 0.707 -0.331 1.046 -1.1 0.1 0.8
C -0.107 0.098 -1.259 -1.6 -2.0 1.0
C -0.821 -0.220 0.948 0.0 -2.2 -0.6
C -1.009 0.695 -0.234 -1.5 -0.8 -0.4
H 1.673 0.664 -0.499 0.5 -0.5 -0.1
H 0.145 0.730 -2.041 0.5 1.0 -1.6
H -1.183 -1.252 0.799 0.0 0.2 -0.9
H 1.576 -0.960 -0.846 1.3 -1.2 -0.2
H 0.996 -1.314 1.487 0.3 1.1 -0.5
H -0.613 1.638 0.034 -0.2 1.5 0.2
H 1.030 0.574 1.608 0.6 -1.0 -0.5
H -2.025 0.703 -0.675 0.4 0.5 0.7
H -1.393 -0.066 1.828 0.1 1.3 1.1
H -0.638 -0.827 -1.620 1.2 0.6 0.2
```
Forces are in eV/Å.

Results of the Löwdin charge analysis, in e, for atoms 1 through 6: number 1, N, carries 0.09; number 2, C, carries -0.06; number 3, C, carries -0.12; number 4, C, carries -0.17; number 5, C, carries -0.17; number 6, H, carries 0.18

=====

5.
Below is a 8-piece molecular cluster, C37H87N3O8 overall, with properties calculated with ωB97M-V with the def2-TZVPD basis set.

HOMO level: -7.641 eV
gap between HOMO and LUMO: 8.19 eV
SMILES string: CC1(C)CCCC(C)(C)N1O.CC1(C)CCCC(C)(C)N1O.CC1(C)CCCC(C)(C)N1O.CCO.CCO.CCO.CCO.CCO
energy: -2227.855689 Ha

XYZ file:
```
135
Properties=species:S:1:pos:R:3:forces:R:3
O 2.825 3.372 -0.299 0.8 -0.9 0.1
O -0.344 -4.230 2.542 0.7 0.2 -1.2
O 0.095 2.694 -1.811 0.8 1.1 -0.5
O -4.323 -2.629 1.862 -1.4 0.4 0.0
O -1.507 3.587 -5.249 -1.3 0.6 0.6
O 0.956 5.435 -1.026 -0.5 -0.1 0.3
O 1.286 -1.309 -3.864 0.0 -0.8 0.1
O 2.579 1.396 -5.100 0.2 -0.4 0.0
N 3.309 3.062 0.987 -0.6 0.8 1.9
N -5.175 -1.527 2.288 1.3 0.4 0.5
N 0.674 -3.642 1.679 1.5 0.0 0.8
C -7.332 0.326 2.605 0.0 -1.5 1.2
C 0.272 1.399 -2.280 -1.7 -1.6 0.7
C 5.695 2.738 0.308 -0.3 -0.1 0.8
C 4.074 0.918 -3.266 0.2 -0.3 0.0
C -0.889 -2.373 0.394 -0.4 0.9 1.9
C -5.565 -2.551 4.623 -0.1 0.0 -1.3
C 0.716 5.511 1.391 -0.6 0.8 -0.9
C -5.383 -0.547 1.178 0.2 1.7 0.9
C -6.190 -1.915 3.298 0.4 1.6 1.0
C 2.630 -3.421 -0.551 -0.1 -0.6 1.5
C -7.201 -2.818 2.739 -1.3 -1.4 -0.4
C 0.220 -3.344 0.341 0.0 -1.8 -2.9
C 4.850 5.038 0.912 0.7 -0.2 0.1
C 3.842 0.819 -4.780 0.9 0.1 1.4
C 0.189 -3.457 -4.013 -0.4 -0.1 -0.2
C 1.029 2.136 1.600 1.1 -0.8 -0.4
C -6.141 -1.042 -0.033 -0.2 -0.6 -0.5
C -6.861 -0.595 3.789 0.0 1.1 -0.8
C -1.402 2.711 -6.339 1.5 -1.5 0.6
C 1.332 -2.659 -0.495 0.9 -0.2 -0.3
C 5.109 3.258 2.788 -1.0 -0.1 -1.1
C 3.066 -3.743 0.918 -0.3 -0.2 -1.6
C 3.037 0.552 1.040 -0.9 -0.2 0.3
C 1.966 -4.360 1.833 1.6 -0.9 0.5
C -0.832 0.564 -1.592 1.1 -0.1 -0.6
C -6.171 0.704 1.755 0.4 -0.4 -1.1
C 0.576 6.273 0.057 1.2 0.6 0.5
C -1.817 1.282 -5.866 -0.1 1.2 -0.4
C 2.523 -4.125 3.240 -0.5 0.7 1.3
C 0.455 -2.156 -4.683 0.3 1.7 0.1
C -0.333 -4.592 -0.468 -0.1 0.2 0.8
C 2.981 1.960 3.172 1.3 0.3 -0.8
C 4.495 1.992 3.375 -0.4 0.3 -0.1
C 4.696 3.527 1.248 0.7 -0.8 -0.2
C 2.624 1.903 1.658 -0.3 1.1 0.2
C 1.932 -5.918 1.650 -0.7 0.5 -0.8
C -3.984 0.038 0.843 0.4 -0.6 0.3
H 2.507 1.529 -6.048 0.1 0.0 -0.1
H 3.455 -2.856 1.417 -0.1 0.3 -0.2
H 5.100 0.638 -3.025 0.3 0.0 -0.3
H -6.725 -3.768 2.498 -0.3 -0.3 0.1
H -7.715 -0.732 4.453 0.0 -0.7 -0.1
H 4.899 5.269 -0.153 -0.5 -0.4 -0.2
H 1.890 -4.579 4.003 -0.2 0.1 0.0
H 4.081 0.267 0.914 0.2 0.8 0.2
H 5.593 3.048 -0.732 -0.1 0.0 0.1
H -0.363 6.812 -0.064 -0.6 -0.8 -0.1
H 0.412 6.196 2.182 -0.1 -0.1 0.1
H -0.579 0.478 -0.535 -0.2 0.2 0.2
H -7.720 -2.503 1.834 0.4 0.4 -0.1
H 0.154 1.370 -3.363 -0.1 0.4 0.0
H -6.318 -2.893 5.333 -0.5 0.3 -0.3
H 3.499 0.199 -2.683 -0.5 0.2 -0.1
H 1.340 -6.395 2.431 -0.2 0.1 -0.2
H -0.452 -1.565 0.981 -0.2 0.8 -0.3
H 1.528 -6.131 0.660 -0.3 -0.2 0.1
H 2.443 4.250 -0.223 -0.4 0.3 -0.2
H 2.427 -4.309 -1.150 0.3 -0.5 0.3
H -5.810 -2.005 -0.422 0.1 -0.2 0.4
H 1.585 -0.548 -4.366 -0.1 0.3 -0.2
H 4.739 4.055 3.431 0.0 0.4 -0.3
H 3.397 -2.890 -1.115 0.1 0.2 0.2
H -7.202 -1.118 0.207 0.0 -0.1 -0.1
H -0.570 -3.926 -4.639 0.2 -0.6 -0.1
H -0.962 -5.178 0.203 0.1 -0.2 0.2
H -1.633 -2.769 1.086 -0.7 -0.1 -0.6
H -4.951 -1.838 5.175 0.2 0.0 -0.3
H 0.657 2.786 2.393 0.4 0.2 -0.1
H 4.589 2.053 4.459 0.6 -0.4 0.1
H 0.341 2.744 -0.884 0.2 0.1 -0.3
H -1.642 0.533 -6.638 0.1 0.1 -0.1
H 4.709 1.320 -5.210 -0.3 0.5 -0.6
H 4.163 5.736 1.389 -0.3 -0.3 0.2
H -7.999 -2.924 3.474 0.0 -0.6 0.1
H -2.887 1.310 -5.657 0.0 -0.1 0.1
H 3.947 1.936 -2.897 -0.3 -0.1 0.0
H 2.619 2.894 3.602 -0.4 0.0 0.0
H 1.274 7.110 0.049 0.4 0.2 0.4
H -0.298 -3.350 -3.044 0.4 0.2 0.1
H 5.506 1.668 0.391 -0.3 0.0 -0.2
H -1.036 -4.279 -1.240 0.3 0.2 -0.2
H -7.977 1.152 2.904 0.4 0.2 0.3
H 2.655 1.120 3.784 -0.7 -0.1 -0.5
H -6.128 -0.089 4.417 0.2 0.3 -0.2
H -0.326 2.742 -6.508 0.2 -0.6 -0.9
H 4.945 1.082 2.980 0.2 -0.1 0.2
H 0.427 -5.253 -0.883 0.0 0.2 -0.1
H 2.648 -0.203 1.723 -0.4 -0.4 -0.3
H -0.725 -0.447 -1.984 -0.7 -0.2 -0.2
H -3.582 0.431 1.777 0.3 -0.6 0.3
H 0.061 4.640 1.381 0.1 0.1 0.1
H -1.294 0.994 -4.955 0.0 0.1 -0.1
H -8.005 -0.295 2.015 -0.1 -0.1 -0.2
H 6.738 2.800 0.620 0.1 0.6 0.0
H 6.192 3.217 2.909 0.0 0.2 -0.4
H -3.525 -2.520 2.385 0.1 0.2 0.1
H 1.106 -4.043 -3.954 -0.2 -0.2 0.2
H -3.375 -0.764 0.426 0.3 0.1 0.2
H 1.749 5.225 1.589 0.0 -0.2 -0.1
H -5.020 -3.463 4.380 0.4 0.1 -0.1
H 0.917 -2.286 -5.662 0.2 -0.2 -0.1
H 0.699 2.503 0.629 0.3 0.1 0.4
H -1.280 -2.026 -0.562 0.0 -0.2 0.3
H 1.566 -1.659 -0.128 -0.4 0.2 0.1
H -1.913 2.980 -7.263 -0.4 0.3 0.1
H -1.787 1.076 -1.714 -0.1 -0.5 -0.1
H 2.580 0.483 0.053 -0.1 -0.3 0.0
H -1.218 4.464 -5.511 0.0 0.0 0.0
H 1.185 0.839 -2.074 0.7 0.7 0.2
H -3.827 0.918 0.219 -1.1 -0.1 -0.6
H 0.886 5.941 -1.839 0.0 -0.2 -0.1
H 3.958 -0.229 -5.059 -0.5 -0.2 -0.3
H 3.903 -4.435 0.824 0.0 -0.2 0.5
H -0.739 -3.426 2.888 -0.1 0.0 0.4
H -6.568 1.230 0.888 0.1 0.1 -0.3
H 2.898 -6.423 1.634 0.3 0.6 0.3
H -5.460 1.405 2.192 -0.1 -0.2 0.5
H 2.615 -3.062 3.466 -0.6 0.3 -0.1
H 1.108 -2.619 -1.561 -1.0 0.6 0.2
H -6.048 -0.382 -0.895 0.1 0.4 0.2
H 3.530 -4.433 3.522 0.2 -0.8 -1.0
H 0.486 1.199 1.725 0.3 -0.3 0.1
H 5.851 5.344 1.219 0.1 -0.1 0.4
H -0.475 -1.618 -4.865 -0.3 0.0 0.0
```
Forces are in eV/Å.

Results of the Löwdin charge analysis, in e, for atoms 1 through 6: number 1, O, carries -0.02; number 2, O, carries -0.01; number 3, O, carries -0.07; number 4, O, carries -0.03; number 5, O, carries -0.08; number 6, O, carries -0.08

=====

6.
Below is the molecule C5H9NO, with properties calculated with ωB97M-V with the def2-TZVPD basis set.

HOMO level: -10.874 eV
gap between HOMO and LUMO: 11.61 eV
SMILES string: CC[C@@H](O)CC#N
energy: -325.902683 Ha

XYZ file:
```
16
Properties=species:S:1:pos:R:3:forces:R:3
O 1.314 0.302 -1.222 0.0 0.2 -0.2
N -0.757 -2.964 1.565 0.7 0.6 -0.7
C -0.045 -2.371 0.872 -0.6 -0.5 0.6
C 0.234 -0.324 -0.552 -0.2 -0.1 0.2
C -0.376 0.563 0.533 0.0 0.0 0.1
C 0.859 -1.607 0.010 0.1 0.0 0.0
C -0.839 1.915 -0.004 0.0 0.0 0.0
H -1.224 0.030 0.979 0.1 0.1 -0.1
H -1.329 2.500 0.779 0.1 -0.1 -0.1
H -0.556 -0.598 -1.272 0.1 0.0 0.1
H 0.367 0.712 1.327 -0.1 0.0 -0.1
H -1.556 1.797 -0.827 0.1 0.0 0.1
H 0.988 1.117 -1.620 0.1 -0.1 0.0
H 0.005 2.514 -0.366 -0.1 -0.1 0.1
H 1.191 -2.243 -0.816 -0.1 0.1 0.1
H 1.748 -1.329 0.586 -0.1 0.0 0.0
```
Forces are in eV/Å.

Results of the Löwdin charge analysis, in e, for atoms 1 through 6: number 1, O, carries -0.03; number 2, N, carries 0.14; number 3, C, carries -0.22; number 4, C, carries -0.42; number 5, C, carries -0.21; number 6, C, carries -0.13